[1]
12
Properties=species:S:1:pos:R:3:forces:R:3 method="wB97M-V/def2-TZVPD" relative_energy_kj_mol=201.5 e_lumo_ev=4.262 max_force_ev_per_a=2.93 total_charge=-1 gap_ev=7.824
O 1.6220 3.0480 1.8660 -0.5 0.1 -0.8
O 0.7033 -0.2958 -1.5017 0.4 0.0 -0.2
N -0.4991 0.2705 0.3757 0.2 0.5 -0.7
C 1.4365 2.1442 1.0533 1.8 0.8 2.2
C -1.0052 -1.8335 -0.7572 0.4 0.8 -1.7
C -0.1717 -0.5115 -0.6487 -0.9 -0.5 1.1
H 1.7582 2.3123 0.0192 -0.7 -0.4 -0.3
H -1.6928 -1.6359 -1.5819 -0.7 0.3 0.3
H -0.4560 -2.6334 -1.2765 0.3 -0.1 1.1
H -1.3777 -0.0076 0.7876 0.0 -0.4 0.2
H 1.2116 1.1775 1.4945 -0.3 -0.4 -0.9
H -1.5291 -2.0348 0.1696 0.0 -0.6 -0.1


[2]
12
Properties=species:S:1:pos:R:3:forces:R:3 method="wB97M-V/def2-TZVPD" relative_energy_kj_mol=465.5 e_lumo_ev=2.550 max_force_ev_per_a=4.28 total_charge=-1 gap_ev=6.498
O 4.2921 -0.0963 -1.4637 -0.7 -0.5 1.4
O 3.9390 -0.7763 0.7634 -0.9 1.1 -3.8
N -3.3399 -0.2463 -0.2739 2.0 0.2 3.4
C -2.3810 0.1437 0.6432 -2.7 -1.9 -2.2
C -1.1076 0.6031 0.1005 -0.8 4.1 -1.0
C 3.5997 -0.4136 -0.4642 0.3 -0.4 2.2
H -0.7321 1.5177 0.6534 -0.1 -1.1 -0.5
H -1.3130 0.8939 -0.9819 0.5 -0.4 1.4
H -0.4277 -0.1610 0.1381 2.2 -1.7 0.3
H 2.4206 -0.3526 -0.6306 1.3 -0.1 0.2
H -2.4927 -0.9910 -0.2047 -0.8 0.0 -1.4
H -2.4574 -0.1214 1.7202 -0.3 0.9 -0.1